{"formula": "C36H68F4N4O7S2", "method": "ωB97M-V/def2-TZVPD", "symbols": ["H", "N", "C", "C", "C", "N", "C", "C", "O", "C", "F", "F", "F", "C", "N", "C", "C", "C", "C", "S", "O", "C", "C", "C", "F", "C", "C", "C", "N", "S", "C", "O", "O", "C", "C", "C", "C", "C", "C", "H", "H", "H", "H", "H", "H", "H", "H", "H", "H", "H", "H", "H", "H", "H", "H", "H", "H", "H", "H", "H", "H", "H", "H", "H", "H", "H", "H", "H", "H", "H", "H", "H", "H", "H", "H", "H", "C", "C", "O", "C", "C", "H", "H", "H", "H", "H", "H", "H", "H", "H", "H", "C", "C", "O", "C", "C", "H", "H", "H", "H", "H", "H", "H", "H", "H", "H", "C", "C", "O", "C", "C", "H", "H", "H", "H", "H", "H", "H", "H", "H", "H"], "xyz": [[-0.1389, 4.5710, 5.9083], [-0.5243, 4.1584, 5.0527], [-0.6004, 2.8945, 5.1529], [-0.1599, 2.2192, 6.5228], [-1.1516, 1.9585, 3.9950], [-0.6235, 2.2772, 2.6880], [-1.4959, 2.9128, 1.7278], [-1.1572, 4.4601, 1.4065], [-0.0423, 4.9425, 2.1401], [-2.3802, 5.3798, 1.8206], [-2.0961, 6.6640, 1.3558], [-3.5633, 4.9955, 1.2520], [-2.4916, 5.5169, 3.1713], [0.4845, 1.4984, 2.1983], [1.5853, 1.5804, 3.2184], [2.7231, 1.9282, 2.7073], [3.8753, 0.8542, 2.6582], [3.0975, 3.3438, 2.1744], [0.1683, -0.0841, 1.8861], [0.9597, -0.9551, 3.3120], [-1.2282, -0.1842, 1.7298], [-1.9228, -1.4019, 1.7541], [-2.2002, -2.1119, 3.1434], [-2.7367, -1.1933, 4.2869], [-1.8958, -1.2129, 5.4298], [-3.3970, -1.0681, 1.1865], [-3.8739, 0.4028, 1.4558], [-5.4197, 0.3203, 1.8916], [-5.8678, 1.4753, 2.6896], [-1.3867, -2.7730, 0.6029], [-0.1398, -3.9145, 1.2757], [-1.0934, -2.2882, -0.7385], [-2.6060, -3.6098, 0.4624], [1.0110, -0.3124, 0.5384], [2.1446, -1.2000, 0.4459], [2.8709, -1.4137, -0.8189], [2.4934, -0.7566, -2.0488], [1.3565, 0.1758, -1.9802], [0.6375, 0.3826, -0.7329], [0.6342, 2.8843, 6.9637], [-1.0294, 2.1748, 7.2224], [0.3271, 1.2262, 6.3448], [-0.9348, 0.9142, 4.3396], [-2.2749, 2.0737, 4.0540], [-2.5570, 2.9351, 2.1052], [-1.5222, 2.4048, 0.7304], [-0.9401, 4.6206, 0.3170], [0.6077, 5.3478, 1.5435], [0.9067, 2.0131, 1.2921], [4.1770, 0.6200, 1.6095], [3.6487, -0.0487, 3.2661], [4.7729, 1.3388, 3.1478], [3.2832, 3.2633, 1.0731], [2.3798, 4.1419, 2.4709], [4.0845, 3.6106, 2.6514], [0.7466, -2.3055, 3.2179], [-1.3277, -2.6830, 3.5566], [-2.9831, -2.8933, 2.9401], [-2.9144, -0.1287, 4.0175], [-3.7330, -1.6043, 4.6146], [-3.3056, -1.1825, 0.0675], [-4.1407, -1.8385, 1.4975], [-3.8771, 0.9581, 0.4790], [-3.3672, 0.9483, 2.2802], [-6.0820, 0.0740, 1.0273], [-5.4687, -0.5756, 2.5819], [-6.1508, 2.2507, 2.0929], [-5.1214, 1.7475, 3.3307], [0.8613, -3.4670, 1.4686], [-0.0067, -4.7287, 0.5133], [-0.5500, -4.3844, 2.2116], [2.5115, -1.7834, 1.3144], [3.7187, -2.1311, -0.8223], [3.0317, -0.9472, -2.9978], [1.0124, 0.7014, -2.8967], [-0.2414, 1.0762, -0.7195], [-2.4323, -0.3512, -3.0794], [-1.5936, -0.1459, -4.3111], [-2.1938, -0.6195, -5.5059], [-3.4318, -0.0301, -5.8691], [-3.3499, 1.4708, -6.0884], [-2.6731, -1.4090, -2.9550], [-1.8848, -0.0091, -2.1992], [-3.3778, 0.1953, -3.1194], [-0.6620, -0.7033, -4.1904], [-1.3134, 0.9085, -4.4231], [-4.1998, -0.2767, -5.1282], [-3.7391, -0.5063, -6.8032], [-3.0650, 2.0026, -5.1790], [-4.3179, 1.8597, -6.4120], [-2.6065, 1.7052, -6.8537], [-3.5791, -3.9402, -10.1754], [-2.3212, -3.1759, -10.5528], [-2.0027, -2.1270, -9.6549], [-1.7612, -2.5012, -8.3054], [-0.6025, -3.4696, -8.1421], [-4.4318, -3.2611, -10.1034], [-3.8002, -4.7018, -10.9259], [-3.4783, -4.4414, -9.2110], [-2.4702, -2.7103, -11.5294], [-1.4682, -3.8545, -10.6615], [-2.6752, -2.9030, -7.8552], [-1.5292, -1.5825, -7.7642], [-0.7872, -4.4192, -8.6476], [-0.4342, -3.6827, -7.0842], [0.3122, -3.0454, -8.5628], [9.3554, 0.5483, 3.5801], [7.8888, 0.4317, 3.9591], [7.0778, -0.1158, 2.9324], [7.4030, -1.4268, 2.4999], [7.3238, -2.4686, 3.6028], [9.4698, 1.1504, 2.6759], [9.9198, 1.0183, 4.3876], [9.8047, -0.4266, 3.3824], [7.4960, 1.4305, 4.1617], [7.7673, -0.1412, 4.8845], [8.3894, -1.4343, 2.0239], [6.6817, -1.6832, 1.7204], [8.0395, -2.2732, 4.4028], [7.5362, -3.4620, 3.2016], [6.3264, -2.4782, 4.0485]], "atomic_forces_ev_per_a": [[-0.135, -0.174, -0.214], [-0.263, -0.614, -0.571], [0.510, -0.390, 1.324], [0.400, 0.308, -1.003], [-0.017, 0.505, 1.803], [-1.157, -0.419, -0.850], [-0.630, 1.030, -0.386], [-0.133, 0.093, 0.309], [0.085, -0.213, -0.412], [1.428, 1.190, -0.266], [-0.657, -1.318, 0.302], [1.026, 0.285, 0.864], [-0.471, -0.640, -1.687], [0.181, 2.559, 1.810], [0.570, -1.536, -2.499], [0.513, -0.826, 0.590], [0.878, 1.811, 1.606], [0.410, -0.652, -0.063], [2.155, 0.415, -1.200], [0.058, -0.040, 0.829], [0.444, -0.578, -0.086], [-1.983, -0.468, 0.953], [0.417, -0.358, 0.515], [-0.898, -0.306, 0.261], [-0.463, 0.005, -1.010], [1.159, 0.435, -1.455], [-2.063, -0.667, -0.384], [1.191, -0.817, 0.977], [-0.146, -0.417, -0.808], [-2.837, -1.900, -3.167], [0.559, -0.466, 0.460], [1.504, 0.647, 1.342], [1.438, 0.493, 1.791], [0.442, -0.758, -2.327], [-0.248, 0.556, -1.709], [-1.389, 1.019, -0.104], [-1.401, 0.588, 2.364], [0.374, -1.027, 1.758], [1.265, -1.075, 0.372], [-0.872, -0.606, -0.299], [0.715, -0.255, -0.543], [-0.730, 0.658, 0.284], [-0.003, 0.780, -0.620], [1.020, -0.042, -0.360], [1.063, -0.295, -0.331], [0.072, 0.105, 0.872], [-0.727, -0.233, 0.823], [-0.577, -0.153, 0.158], [-1.049, -0.790, 0.405], [-0.485, 0.216, 0.727], [-0.147, 0.664, -0.768], [-0.583, -0.661, -0.674], [-0.189, 0.384, 0.756], [0.230, -0.899, -0.444], [-0.880, -0.371, -0.540], [-0.446, 0.675, -0.754], [-0.675, 0.748, -0.337], [0.830, 0.804, 0.010], [0.452, -0.814, 0.007], [1.006, 0.398, -0.124], [-0.244, 0.105, 1.061], [0.788, 0.686, -0.007], [0.558, -0.127, 1.137], [-0.023, -0.471, -0.873], [0.426, 0.524, 0.683], [-0.136, 0.783, -0.680], [0.344, -0.063, 0.360], [-0.401, 0.182, -0.342], [-0.900, -0.079, -0.239], [-0.453, 0.965, 0.482], [0.308, 0.596, -0.945], [-0.411, 0.668, -0.562], [-0.704, 0.618, 0.045], [-0.454, 0.191, 0.796], [0.304, -0.420, 0.832], [0.888, -0.732, -0.060], [-0.434, -0.046, 0.253], [0.137, 0.122, -0.133], [0.124, -0.183, -0.190], [-0.058, 0.099, 0.040], [0.083, 0.087, 0.042], [0.107, 0.043, 0.094], [-0.009, -0.131, 0.011], [0.059, 0.097, -0.024], [-0.068, -0.066, -0.206], [-0.029, 0.051, 0.013], [-0.006, 0.067, 0.042], [0.177, -0.104, 0.066], [-0.082, 0.000, 0.015], [0.045, -0.044, -0.002], [-0.056, -0.034, -0.001], [-0.046, -0.018, 0.137], [-0.043, -0.067, 0.042], [-0.001, 0.220, -0.114], [0.080, -0.029, 0.057], [0.032, -0.109, -0.082], [0.043, -0.019, -0.050], [0.012, 0.045, 0.006], [0.030, -0.056, -0.060], [0.068, 0.141, 0.115], [-0.029, -0.078, 0.037], [0.027, -0.075, 0.025], [-0.098, 0.022, -0.162], [-0.020, -0.028, 0.072], [-0.029, 0.054, -0.042], [-0.040, 0.017, 0.039], [0.054, -0.082, -0.111], [0.135, -0.039, 0.033], [-0.209, 0.124, -0.126], [0.071, -0.088, 0.080], [0.004, 0.007, 0.113], [-0.023, 0.011, 0.065], [-0.042, -0.002, -0.026], [0.014, 0.015, 0.091], [-0.137, -0.084, -0.125], [0.067, -0.036, 0.006], [0.039, -0.044, 0.048], [-0.028, 0.215, 0.042], [0.045, -0.049, -0.046], [-0.021, 0.057, -0.003], [0.025, -0.007, -0.050]], "mulliken_charge": [0.250, -0.425, 0.073, -1.325, 0.007, 1.460, -0.116, -0.585, -0.536, 0.551, -0.310, -0.277, -0.218, -2.921, -0.401, 0.662, -1.012, -1.076, 1.607, -0.379, 1.072, 0.302, -1.410, 0.018, -0.369, -1.654, 1.645, -0.975, -0.621, 1.460, -0.982, -0.527, -0.787, 0.697, -0.519, -0.864, -0.843, -0.844, -0.334, 0.484, 0.288, 0.244, -0.416, 0.414, 0.482, -0.228, 0.571, 0.352, 0.862, 0.212, 0.200, 0.320, 0.295, 0.156, 0.471, 0.169, 0.338, 0.788, -0.126, 0.302, 0.237, 0.747, 0.517, -1.527, 0.392, 0.298, 0.286, 0.252, 0.150, 0.446, 0.363, 0.524, 0.395, 0.388, 0.526, 0.259, 0.040, -0.800, -0.370, -0.240, -1.149, 0.327, -0.379, 0.408, 0.216, 0.344, 0.315, 0.376, 0.242, 0.412, 0.295, -1.013, -0.314, -0.433, 0.056, -1.234, 0.280, 0.386, 0.259, 0.335, 0.299, 0.256, 0.107, 0.301, 0.390, 0.337, -1.104, -0.333, -0.315, -0.335, -1.075, 0.312, 0.384, 0.271, 0.304, 0.344, 0.315, 0.309, 0.282, 0.405, 0.266], "homo_energy_ev": -7.88, "smiles": "[H]/N=C(\\C)CN(C[C@H](O)C(F)(F)F)[C@@H](N=C(C)C)[C@@](S)(O[C@@](CCF)(CCCN)S(C)(=O)=O)c1ccccc1.CCOCC.CCOCC.CCOCC", "total_charge": 0, "total_energy_ha": -3353.741052, "spin_multiplicity": 1}